Density functional theory data (wB97M-V/def2-TZVPD) for C2H2Cl2O in the gas phase in a non-equilibrium geometry.

```
7
Properties=species:S:1:pos:R:3:mulliken_charge:R:1
C 0.390 -0.127 -0.475 0.07
C -0.449 0.558 0.684 -0.02
H 1.247 0.514 -0.869 0.33
H -1.029 -0.260 1.182 0.28
O -0.269 1.626 1.034 -0.34
Cl -0.653 -0.514 -1.898 -0.14
Cl 0.762 -1.797 0.341 -0.18
```

Calculated values
* gap between HOMO and LUMO: 10.858 eV
* energy above the lowest of the compared OMol25 structures with the same formula, charge and spin: 0.8623 eV
* E: -1072.992895 Ha
* lowest unoccupied orbital energy: 0.27 eV
* spin multiplicity: 1
* SMILES: O=CC(Cl)Cl
* HOMO energy: -10.6 eV